(1)
Here is a gas-phase ion, C4H3N2 (charge +1) from the OMol25 dataset. Energies are from ωB97M-V/def2-TZVPD.

Cartesian coordinates (Å):
C: 0.10986 1.56597 0.48560
C: 0.63651 2.76843 0.00610
C: 0.02222 -1.82131 -0.77943
C: -0.59193 0.30190 0.34808
N: 1.19075 2.04764 0.99527
N: -0.31947 -0.77952 -0.24731
H: 0.71467 -2.26978 -0.03720
H: -0.18900 -2.10045 -1.77173
H: -1.57360 0.28712 1.00062

Summary:
- Charge: +1
- HOMO: -14.7 eV
- LUMO level: -0.217 Eh
- ΔE to the lowest compared entry with this formula, charge and spin: 57.9 kcal per mole
- Kohn-Sham gap: 8.78 eV

***

(2)
Here is a gas-phase ion, C4H3N2O2S (charge -1) from the OMol25 dataset. Energies are from ωB97M-V/def2-TZVPD.

Cartesian coordinates (Å):
C: 0.59707 -0.76700 1.14217
C: -0.34795 0.09941 1.08442
C: -2.34524 0.93518 0.14847
C: -1.01938 1.07611 0.60201
N: -3.46331 0.79070 -0.15816
N: 0.61512 0.28637 -1.47991
O: 2.71194 -0.28848 -0.02609
O: 1.29468 -2.12032 -0.94010
S: 1.41676 -0.71095 -0.52757
H: 1.15339 -1.24168 1.90324
H: -0.78480 2.16501 0.50274
H: 0.17172 -0.22436 -2.25123

Summary:
- Charge: -1
- HOMO: -4.9 eV
- LUMO level: 0.140 Eh
- ΔE to the lowest compared entry with this formula, charge and spin: 83.8 kcal per mole
- Kohn-Sham gap: 8.72 eV

***

(3)
Here is a molecular structure, C4H3N2O2S from the OMol25 dataset. Energies are from ωB97M-V/def2-TZVPD.

Cartesian coordinates (Å):
C: -3.19257 0.40339 -0.02632
C: -2.12406 1.00189 0.01775
C: 1.33174 -1.38456 -0.06926
C: 2.44237 0.86984 0.28458
N: 2.18887 -0.28693 0.30827
N: 0.11944 -0.92864 -0.15322
O: 1.78913 -2.53684 -0.07399
O: 2.88957 1.95805 0.24355
S: -0.70791 1.82648 -0.36995
H: -3.91228 0.13890 0.65425
H: -0.20980 0.22002 -0.07288
H: -0.61453 -1.28160 -0.74280

Summary:
- Charge: -1
- HOMO: -4.3 eV
- LUMO level: 0.132 Eh
- ΔE to the lowest compared entry with this formula, charge and spin: 45.8 kcal per mole
- Kohn-Sham gap: 7.88 eV

***

(4)
Here is C4H3N3 in the gas phase from the OMol25 dataset. Energies are from ωB97M-V/def2-TZVPD.

Cartesian coordinates (Å):
C: 1.59141 -0.07281 -0.01982
C: 0.34553 -0.02108 0.48025
C: -0.34534 1.29057 0.00889
C: -0.72563 -1.16361 -0.14066
H: 0.45002 -0.22759 1.60857
H: 0.10092 2.13381 0.10618
H: -0.81445 -2.22304 0.18883
N: 2.47351 -0.05987 -0.93426
N: -1.41817 0.87959 -0.62147
N: -1.65780 -0.53597 -0.67651

Summary:
- HOMO: -10.4 eV
- LUMO level: -0.010 Eh
- ΔE to the lowest compared entry with this formula, charge and spin: 98.9 kcal per mole
- Kohn-Sham gap: 10.10 eV

***

(5)
Here is C4H3N3 in the gas phase from the OMol25 dataset. Energies are from ωB97M-V/def2-TZVPD.

Cartesian coordinates (Å):
C: -0.12279 1.86603 1.16173
C: 0.08297 0.78363 0.26029
C: 0.61740 -0.55073 -1.35404
C: -0.08577 -1.29696 -0.46948
H: 1.14043 -0.85677 -2.23179
H: -0.34140 -2.34835 -0.29094
H: -1.10304 -0.61748 1.34317
N: -0.43426 2.68964 1.93613
N: 0.71285 0.76631 -0.90542
N: -0.46638 -0.43533 0.55035

Summary:
- HOMO: -9.6 eV
- LUMO level: 0.021 Eh
- ΔE to the lowest compared entry with this formula, charge and spin: 4.7 kcal per mole
- Kohn-Sham gap: 10.22 eV

***

(6)
Here is C4H3N3 in the gas phase from the OMol25 dataset. Energies are from ωB97M-V/def2-TZVPD.

Cartesian coordinates (Å):
C: 2.25369 -0.29732 -0.02070
C: 1.53009 -0.45586 1.02233
C: 0.26379 -0.21208 0.54453
C: -0.05258 0.94656 -0.33299
N: -1.36755 0.65414 -0.87653
N: -1.75782 -0.45086 -0.46469
N: -0.81197 -1.00070 0.40735
H: 0.82163 0.81577 -1.03190
H: 0.04363 1.96212 0.05359
H: -0.92289 -1.96177 0.69901

Summary:
- HOMO: -9.9 eV
- LUMO level: -0.014 Eh
- ΔE to the lowest compared entry with this formula, charge and spin: 138.3 kcal per mole
- Kohn-Sham gap: 9.48 eV

***

Number 1: total energy -7162.782 eV. Number 2: total energy -22105.104 eV. Number 3: total energy -22106.751 eV. Number 4: total energy -8662.121 eV. Number 5: total energy -8666.207 eV. Number 6: total energy -8660.414 eV.